Entry 1:
16
Properties=species:S:1:pos:R:3 method="wB97M-V/def2-TZVPD" smiles="C=CC/C=C/C" total_energy_ev=-6382.7853 fmax_ev_per_a=0.5 spin_multiplicity=1 lumo_energy_ev=1.275 orbital_gap_ev=10.430 relative_energy_kj_mol=103.6 homo_ev=-9.1542 mol_weight_g_mol=82.15
C -2.0241 -0.7428 1.4103
C -0.9051 -0.1340 0.6015
C 2.1683 1.2525 -0.0400
C 1.1916 1.0353 -0.9105
C 0.7446 -0.3282 -1.3258
C -0.4888 -0.7008 -0.5346
H -1.8690 -0.6460 2.4913
H -2.9690 -0.2574 1.1671
H -2.0908 -1.8066 1.1798
H -0.4669 0.8006 0.9630
H 2.3491 2.2506 0.3422
H 2.7818 0.4275 0.3197
H 0.5524 1.8577 -1.2278
H 1.5249 -1.0752 -1.1022
H 0.5594 -0.3912 -2.4055
H -1.0582 -1.5421 -0.9286

Entry 2:
16
Properties=species:S:1:pos:R:3 method="wB97M-V/def2-TZVPD" smiles=C#CCCCC total_energy_ev=-6382.4010 fmax_ev_per_a=0.5 spin_multiplicity=1 lumo_energy_ev=1.129 orbital_gap_ev=11.045 relative_energy_kj_mol=140.7 homo_ev=-9.9156 mol_weight_g_mol=82.15
C -2.4992 0.0708 0.2054
C -1.2075 -0.1697 -0.5718
C 0.0370 0.2469 0.2086
C 1.3279 0.0569 -0.6085
C 2.5196 -0.1050 0.2306
C 3.4778 -0.2867 0.9374
H -2.4695 -0.4332 1.1792
H -3.3691 -0.3094 -0.3406
H -2.6591 1.1393 0.3913
H -1.1204 -1.2367 -0.8188
H -1.2420 0.3661 -1.5303
H -0.0468 1.2961 0.5209
H 0.0975 -0.3460 1.1291
H 1.2360 -0.8340 -1.2436
H 1.4683 0.9038 -1.2921
H 4.3292 -0.4491 1.5611

Entry 3:
16
Properties=species:S:1:pos:R:3 method="wB97M-V/def2-TZVPD" smiles="C=C(C)/C=C/C" total_energy_ev=-6381.4366 fmax_ev_per_a=4.3 spin_multiplicity=1 lumo_energy_ev=0.534 orbital_gap_ev=8.829 relative_energy_kj_mol=233.8 homo_ev=-8.2947 mol_weight_g_mol=82.15
C 0.0943 -0.9581 -2.2998
C -0.1948 -0.0522 -1.1161
C -1.2118 0.9379 -1.1987
C 0.6930 0.2544 2.6117
C 0.4260 0.7005 1.2292
C 0.4960 -0.1694 0.2094
H -0.7610 -1.6302 -2.4578
H 0.9751 -1.5600 -2.1711
H 0.2756 -0.3143 -3.2421
H -1.7794 0.7954 -2.1604
H -1.8383 1.3604 -0.3390
H 1.6730 -0.3174 3.0027
H 0.5854 1.0406 3.4080
H -0.0115 -0.4420 2.9694
H -0.3563 1.5260 1.1133
H 0.9349 -1.1717 0.4412

Entry 4:
16
Properties=species:S:1:pos:R:3 method="wB97M-V/def2-TZVPD" total_energy_ev=-6379.6465 fmax_ev_per_a=0.8 spin_multiplicity=1 lumo_energy_ev=0.086 orbital_gap_ev=8.710 relative_energy_kj_mol=406.5 homo_ev=-8.6246 mol_weight_g_mol=82.15
C -1.7554 0.4033 0.5605
C -1.3761 0.7192 -0.8652
C 1.2446 1.0574 -0.4578
C 1.1846 -0.1742 0.4452
C 0.2215 -1.2239 -0.1080
C -1.1789 -0.6580 -0.3042
H -1.1731 0.8546 1.3571
H -2.8214 0.4132 0.7755
H 0.2265 1.4301 -0.8112
H 1.7523 0.8382 -1.4041
H 1.7361 1.8994 0.0371
H 0.8758 0.1168 1.4586
H 2.1817 -0.6233 0.5555
H 0.1787 -2.0921 0.5617
H 0.5891 -1.5835 -1.0793
H -1.8861 -1.3774 -0.7212

Entry 5:
16
Properties=species:S:1:pos:R:3 method="wB97M-V/def2-TZVPD" smiles="C=C[C@H]1C[C@@H]1C" total_energy_ev=-6382.6295 fmax_ev_per_a=0.2 spin_multiplicity=1 lumo_energy_ev=1.235 orbital_gap_ev=10.625 relative_energy_kj_mol=118.7 homo_ev=-9.3894 mol_weight_g_mol=82.15
C 1.8833 0.6156 -0.4313
C 0.6716 0.2497 0.3892
C -1.1613 -1.9594 -0.3553
C -1.6202 -0.7124 -0.2692
C -0.6978 0.4558 -0.1801
C -0.2810 1.1920 1.0733
H 2.8114 0.5684 0.1483
H 1.7938 1.6157 -0.8698
H 1.9709 -0.1031 -1.2574
H 0.7849 -0.6887 0.9306
H -0.0899 -2.1518 -0.3317
H -1.8125 -2.8220 -0.4603
H -2.6907 -0.5212 -0.3440
H -0.7546 1.1126 -1.0509
H -0.1168 2.2627 0.9758
H -0.6910 0.8860 2.0329

Entry 6:
16
Properties=species:S:1:pos:R:3 method="wB97M-V/def2-TZVPD" total_energy_ev=-6379.9467 fmax_ev_per_a=2.7 spin_multiplicity=1 lumo_energy_ev=0.368 orbital_gap_ev=7.554 relative_energy_kj_mol=377.5 homo_ev=-7.1857 mol_weight_g_mol=82.15
C 0.6233 0.5982 -0.6973
C 0.0922 1.0000 -1.8677
C -0.4690 -0.0027 0.9083
C 0.3375 -0.6890 0.0077
C -0.0955 -1.9384 -0.6953
C 0.0843 0.8569 2.0278
H 1.4940 1.1606 -0.3695
H -0.8540 0.5954 -2.1992
H 0.4689 1.9023 -2.3145
H -1.5413 0.0466 0.6947
H 0.5614 -2.1850 -1.5248
H -1.1454 -1.8368 -0.9824
H -0.0850 -2.7203 0.0607
H 0.5160 1.7842 1.6708
H 0.7427 0.2364 2.6156
H -0.7302 1.1917 2.6652

Entry 7:
16
Properties=species:S:1:pos:R:3 method="wB97M-V/def2-TZVPD" total_energy_ev=-6377.8961 fmax_ev_per_a=0.3 spin_multiplicity=1 lumo_energy_ev=-0.654 orbital_gap_ev=8.720 relative_energy_kj_mol=575.4 homo_ev=-9.3742 mol_weight_g_mol=82.15
C 2.1985 -0.4125 0.1159
C 0.8268 0.0448 -0.3599
C -0.4019 -0.5406 0.4124
C -3.0236 -0.2994 -0.4899
C -0.6977 0.8864 0.8127
C 0.3440 1.3912 0.1481
H 2.2808 -0.3096 1.2045
H 2.9912 0.1932 -0.3383
H 2.3852 -1.4603 -0.1458
H 0.7394 -0.0798 -1.4475
H -1.1388 -1.0547 -0.2349
H -0.1561 -1.2322 1.2268
H -3.0461 -1.2356 -1.0964
H -2.5755 0.4258 -1.2088
H -1.4991 1.3050 1.4123
H 0.7342 2.3970 0.0143

Entry 8:
16
Properties=species:S:1:pos:R:3 method="wB97M-V/def2-TZVPD" total_energy_ev=-6381.2825 fmax_ev_per_a=3.4 spin_multiplicity=1 lumo_energy_ev=1.135 orbital_gap_ev=9.759 relative_energy_kj_mol=248.6 homo_ev=-8.6240 mol_weight_g_mol=82.15
C 2.0928 0.2107 0.3065
C 0.5948 0.4036 0.1759
C -0.1001 1.4557 -0.3014
C -1.4879 0.8925 -0.2720
C -0.8304 -0.3217 0.4102
C -0.6474 -1.6088 -0.2226
H 2.4982 -0.5752 -0.3519
H 2.6599 1.1338 0.0818
H 2.3477 -0.0730 1.3312
H 0.2266 2.4324 -0.5476
H -2.2022 1.4035 0.3722
H -1.9138 0.7380 -1.2712
H -1.2814 -0.5242 1.4140
H -1.8368 -1.8134 -0.2721
H -0.2234 -1.5984 -1.2513
H 0.1134 -2.1661 0.4404